Entry 1:
Below is 4 unconnected molecules or ions with the total composition C6H20O4 at a distorted geometry, with properties calculated with ωB97M-V with the def2-TZVPD basis set.

* HOMO energy (spin up / spin down): -12.87 / -12.87 eV
* E_LUMO (spin up / spin down): -3.7 / -10.2 eV
* <S²>: 0.754
* frontier orbital gap (spin up / spin down): 9.15 / 2.63 eV
* multiplicity: 2
* total charge: +1

Cartesian coordinates (Å):
O: -1.1655 1.3755 1.1443
O: -3.6823 2.7025 1.2481
O: -1.5169 -2.6993 -3.2925
O: 1.5262 2.4183 1.3576
C: 3.7990 2.1241 0.7113
C: -0.4645 -2.3698 -1.1375
C: 2.1752 0.1647 1.5375
C: 2.3654 1.4755 0.7179
C: -1.6410 -2.0124 -2.0858
C: -2.9241 -2.5212 -1.3306
H: -0.5752 -1.8569 -0.1821
H: -0.4509 -3.4294 -0.8823
H: -4.0668 3.0655 0.4502
H: -3.8197 -2.0270 -1.7071
H: -0.8838 0.5602 1.5594
H: 2.0609 1.2819 -0.3107
H: 1.1993 -0.2895 1.3663
H: 2.3225 0.2503 2.6141
H: 3.9739 2.6643 1.6417
H: 2.8823 -0.5800 1.1721
H: -2.9969 -3.5966 -1.4928
H: -2.9599 -2.3082 -0.2622
H: -0.8924 -2.2881 -3.8946
H: 3.8933 2.8977 -0.0508
H: -0.3809 1.9237 1.1352
H: 1.7568 2.5432 2.2811
H: 0.5336 -2.1505 -1.5167
H: 4.5232 1.3319 0.5214
H: -2.8690 2.2903 0.9565
H: -1.7218 -0.9409 -2.2688

Atoms 1-3, force components in eV/Å:
O -0.56 -0.47 -0.46
O -0.38 0.07 0.01
O -0.25 -0.32 1.92

---

Entry 2:
Below is a single C6H21N6P molecule at a distorted geometry, with properties calculated with ωB97M-V with the def2-TZVPD basis set.

* HOMO energy: -7.48 eV
* E_LUMO: 0.8 eV
* frontier orbital gap: 8.30 eV
* total charge: 0

Cartesian coordinates (Å):
P: -0.2765 -0.0790 -0.6627
N: 2.4639 -0.1973 -0.3679
N: -1.3959 -1.2908 -0.6858
N: 1.1928 -0.7766 -0.1043
N: -2.4735 -1.5343 0.1540
N: 0.0504 0.0042 -2.3265
N: 0.2743 1.7460 -0.2179
C: -2.1762 -1.2705 1.5472
C: -3.6283 -0.7237 -0.2507
C: -0.1321 1.9952 1.1279
C: -0.0746 2.7450 -1.1145
C: 3.1613 -1.1256 -1.2615
C: 3.1760 0.1363 0.8482
H: -3.7149 0.2109 0.1972
H: 4.1728 -0.7066 -1.4807
H: -0.3154 -0.7522 -2.7351
H: -1.1198 2.3448 1.2018
H: -0.6575 3.4588 -0.6170
H: 2.7608 1.0701 1.1952
H: 2.9803 -0.6320 1.7764
H: 0.8430 3.3655 -1.4052
H: -1.2656 -1.7637 1.9468
H: 1.1712 -1.5367 0.6354
H: 2.7163 -1.2028 -2.3089
H: 0.5226 2.7680 1.5987
H: -2.2270 -0.2072 1.7712
H: -2.9131 -1.8239 2.0865
H: -3.6384 -0.5145 -1.3396
H: -0.3762 2.3208 -2.1904
H: -4.6460 -1.2208 -0.0419
H: 0.8010 0.5417 -2.6164
H: 4.1771 0.4091 0.4733
H: 0.2269 1.0938 1.6277
H: 3.1148 -2.1109 -0.8581

Atoms 1-3, force components in eV/Å:
P 2.62 0.42 -1.61
N -1.26 -1.10 -0.53
N 0.56 1.55 0.70

---

Entry 3:
Below is 4 unconnected molecules or ions with the total composition C6H21NO3S at a distorted geometry, with properties calculated with ωB97M-V with the def2-TZVPD basis set.

* HOMO energy: -8.83 eV
* E_LUMO: 0.6 eV
* frontier orbital gap: 9.42 eV
* total charge: 0

Cartesian coordinates (Å):
S: 0.9378 -0.6260 -3.1543
O: -1.8926 3.0471 -0.2331
O: -2.6743 0.8061 2.6410
O: 3.3476 1.6938 0.8036
N: -0.3383 -1.0463 0.7642
C: -0.5512 -2.4045 2.6895
C: 0.2631 -1.2153 2.0952
C: -0.0702 -2.2519 -0.0743
C: 0.2909 0.2209 0.1423
C: 0.4490 0.9675 -2.3425
C: -0.5170 0.6199 -1.1309
H: 3.7652 1.6679 1.6743
H: -0.8943 -2.9283 0.2488
H: -0.7941 -2.1829 3.7113
H: -0.0623 -1.8712 -1.1059
H: -1.9336 3.0240 0.7252
H: -3.6378 0.7307 2.5997
H: 0.0901 -0.2521 2.6562
H: 1.3797 1.4462 -1.9349
H: 1.3540 0.1357 0.0132
H: 1.3132 -1.5103 2.0028
H: 0.0394 0.9674 0.9695
H: -0.0735 1.6726 -2.9581
H: 2.5346 1.2022 0.8857
H: -0.2592 -3.3989 2.3894
H: -0.9031 1.5918 -0.8781
H: -1.6204 -2.4193 2.3738
H: -2.5528 -0.0938 2.3065
H: -1.2672 -0.0873 -1.5120
H: 0.7515 -2.9406 -0.0680
H: -1.2259 3.6432 -0.6043
H: 2.1909 -0.8198 -2.7096

Atoms 1-3, force components in eV/Å:
S -0.15 0.52 -0.62
O -0.56 0.27 -0.66
O -0.86 -0.87 -0.31

---

Entry 4:
Below is 6 unconnected molecules or ions with the total composition C6H21NO6 at a distorted geometry, with properties calculated with ωB97M-V with the def2-TZVPD basis set.

* HOMO energy: -8.48 eV
* E_LUMO: 0.4 eV
* frontier orbital gap: 8.92 eV
* total charge: 0

Cartesian coordinates (Å):
O: 0.0635 1.6129 -2.6158
O: 1.8524 -0.2338 -2.5055
O: 3.0913 1.8432 -1.1460
O: -2.3642 1.3522 -1.5016
O: 1.0732 3.4858 -0.9899
O: -1.7181 -0.7447 4.0628
N: 1.4141 -0.3398 1.8734
C: -2.9294 0.7314 -0.6167
C: 0.4149 -0.3370 0.8587
C: -1.3476 -1.3982 -0.4033
C: 0.2786 -2.8390 1.0837
C: -2.5485 -0.5542 0.0879
C: -0.1500 -1.4954 0.4809
H: 1.1580 4.2608 -1.5409
H: -3.3900 -1.2541 0.0917
H: 2.9103 1.0502 -1.6989
H: -1.7343 -2.4042 -0.5020
H: 1.8884 2.9948 -0.7696
H: 1.0934 0.3895 -2.6765
H: -1.5184 -1.0392 3.1571
H: -1.0328 -1.0743 -1.4233
H: 0.0418 -3.7446 0.5081
H: -3.6251 1.3915 -0.0820
H: 2.1121 0.3355 1.6205
H: -0.2157 -2.9726 2.0276
H: -0.8536 1.3613 -2.2868
H: 1.6155 -0.8568 -1.8124
H: 3.9479 1.8323 -0.7170
H: 1.3427 -2.8247 1.4094
H: 0.3405 2.2273 -1.8903
H: -0.9935 -0.0966 4.1000
H: -2.1715 -0.1575 1.0339
H: 0.1671 0.6593 0.4731
H: 1.7874 -1.1612 2.3098

Atoms 1-3, force components in eV/Å:
O -1.55 -0.11 0.96
O 0.70 -0.10 -0.21
O -0.02 0.22 0.27

---

Question: total charge of number 2 (C6H21N6P)?
Answer: 0

---

Question: What is the formula in the second record?
Answer: C6H21N6P

---

Question: Which value of total charge does entry 4 give?
Answer: 0

---

Question: The highest total charge belongs to which entry?
Answer: C6H20O4